# 1
# C36H80O18S11

A 11-piece molecular cluster, C36H80O18S11 overall at a distorted geometry (ωB97M-V/def2-TZVPD, OMol25).

Last column: Löwdin charge in e.
Atoms and positions in Å:
S -5.89892 1.13271 -3.79210  0.77
S -1.54710 -4.96825 1.80937  0.90
S 7.86340 2.57032 0.94114  0.74
S 3.06357 -4.39412 4.44852  0.71
S -3.60132 -3.90776 -3.48397  0.84
S 4.39420 -0.31854 -2.60064  0.72
S -3.99966 5.57651 -1.15497  0.74
S -0.42232 0.60999 0.71418  0.86
S 0.46495 2.27285 3.84126  0.73
S -4.56837 -0.50355 0.95939  0.73
S 1.95846 -4.10990 -2.91134  0.88
O 8.57005 3.32938 -0.08687  -0.35
O 5.37662 -1.02091 -1.76076  -0.35
O -6.47069 1.19169 -5.15391  -0.35
O -5.02358 4.76660 -1.78958  -0.34
O -3.91693 -0.67816 -0.39106  -0.38
O 0.97429 0.91377 3.54567  -0.38
O 1.69099 -4.38557 5.01721  -0.37
O -0.95229 2.66211 3.76861  -0.35
O -3.80007 -0.50207 2.17974  -0.33
O -1.07369 1.02310 -0.59850  -0.55
O 4.06348 -5.25045 5.05241  -0.33
O -2.66948 -5.03074 -4.01597  -0.58
O 2.44210 -3.26295 -4.06499  -0.57
O -4.10059 7.06213 -1.07396  -0.37
O -0.96008 -4.20220 0.59048  -0.60
O -6.72417 1.25627 -2.57574  -0.36
O 8.62923 1.65950 1.83595  -0.36
O 3.05692 -0.09808 -2.00052  -0.37
C 1.07312 2.94835 5.45507  -0.21
C 3.69267 -2.17002 2.79023  -0.15
C -3.14895 1.50266 -4.12533  -0.23
C 2.03849 4.02743 5.09181  -0.24
C 5.34950 1.74007 1.20679  -0.22
C 2.78293 -3.17702 1.98867  -0.19
C -3.24836 0.03371 -3.66442  -0.18
C 3.55094 -2.62737 4.30664  -0.20
C -6.07459 -1.52959 1.17064  -0.19
C -3.65698 4.88582 0.46721  -0.21
C 1.38718 0.37324 0.44780  -0.25
C 5.40924 -0.26124 -5.09923  -0.21
C -2.20374 4.26650 0.51610  -0.16
C 2.97550 -4.56698 2.61323  -0.21
C -1.50691 -3.81126 3.32089  -0.20
C 4.34085 -1.05035 -4.25842  -0.21
C 5.24462 3.17956 1.64438  -0.23
C -0.81622 -1.15594 0.99044  -0.24
C 1.42131 3.45538 2.80018  -0.21
C 5.29453 1.24779 -4.79977  -0.19
C 1.67824 4.61813 3.72431  -0.22
C 1.03401 -2.92733 -1.84772  -0.23
C -7.18536 -0.67677 0.50445  -0.24
C -7.08304 0.76718 0.85674  -0.18
C 6.46675 1.67866 0.16761  -0.23
C 3.33789 -4.46407 -1.79611  -0.26
C 6.69073 3.67467 1.99093  -0.15
C -2.27761 5.14213 -1.86847  -0.19
C -5.26460 -4.60142 -3.19640  -0.26
C -3.13615 -3.64300 -1.69045  -0.23
C -3.38364 -5.05683 1.63708  -0.26
C -4.77593 -0.35683 -3.54959  -0.20
C 5.00203 1.30825 -3.25266  -0.20
C -5.52371 1.07806 0.73664  -0.17
C -1.79255 4.03969 -0.98537  -0.25
C -4.39366 2.22743 -3.69929  -0.23
H -8.21558 -0.99784 0.65827  0.12
H 6.94664 4.68089 1.65908  0.09
H 1.74565 -2.84212 1.98580  0.10
H -4.32821 4.03099 0.54988  0.07
H -7.58598 1.04336 1.78349  0.12
H -2.11946 1.78758 -3.90837  0.12
H -3.89182 -3.91270 -0.95267  0.02
H 1.92721 1.27106 0.14715  0.04
H 4.44751 -2.13264 -4.18511  0.08
H -5.10126 1.45351 -0.19539  0.08
H 0.83516 -3.36638 -0.87007  0.02
H 3.41078 -1.13344 2.60543  0.08
H -1.87265 -1.34706 0.80197  0.02
H -2.15733 3.05330 -1.27184  0.08
H 6.09755 1.89322 -5.15569  0.11
H 0.09514 -2.74912 -2.37198  0.05
H -0.52494 -1.42130 2.00673  0.04
H 1.37496 2.14869 6.13148  0.11
H -7.51528 1.43827 0.11452  0.11
H 4.27555 2.05278 -2.92708  0.09
H 4.41040 1.29335 0.88025  0.11
H 3.96993 -4.96016 2.40199  0.10
H 1.49276 -0.37088 -0.34164  0.01
H 1.92807 0.00324 1.31880  0.02
H 2.25214 -5.36508 2.44625  0.10
H -1.66431 6.02625 -1.69442  0.10
H -4.96653 -0.89424 -2.62063  0.06
H 3.85140 -5.38102 -2.08525  0.05
H 0.79850 5.25371 3.82529  0.12
H 5.24988 -0.39001 -6.16980  0.11
H -5.83627 -3.87892 -2.61391  0.04
H -5.13456 1.71032 1.53471  0.09
H 6.45557 -0.53038 -4.95483  0.11
H -0.21202 -1.80266 0.35421  0.02
H -6.22187 -1.42484 2.24556  0.10
H -3.13201 1.57422 -5.21285  0.11
H -0.53255 -3.76628 3.80741  0.02
H 6.88360 3.41729 3.03241  0.10
H 0.83201 3.58547 1.89249  0.10
H -3.76270 -4.09674 1.28689  0.02
H 6.21491 2.37623 -0.63119  0.08
H 2.76383 -2.15330 4.89300  0.09
H -5.81481 -2.57362 0.99569  0.09
H 2.99694 -4.83265 -0.82864  0.04
H 1.56094 -2.00965 -1.58633  0.02
H 3.02630 3.57565 5.00110  0.11
H -7.06864 -0.84973 -0.56539  0.11
H -0.72244 3.89845 -1.13714  0.11
H -2.76260 -0.57661 -4.42576  0.11
H -3.84245 -5.37838 2.57207  0.05
H 4.72753 -2.23642 2.45445  0.11
H -2.22223 -4.18114 -1.43897  0.03
H -3.80977 -5.70962 0.87525  0.05
H -5.77254 -4.70912 -4.15478  0.05
H 2.37242 2.95492 2.61845  0.08
H 4.43559 -2.43991 4.91521  0.09
H 4.70490 3.84686 0.97243  0.12
H -1.76325 -2.78179 3.07075  0.03
H -1.95448 3.49359 1.24314  0.09
H -2.15922 -4.17372 4.11539  0.05
H -5.06396 -5.53885 -2.67768  0.05
H 5.72638 1.12360 2.02289  0.12
H -1.53588 5.01295 0.94607  0.09
H -2.95264 -2.58816 -1.48616  0.02
H -4.33775 2.36831 -2.61988  0.07
H 3.39643 -0.79532 -4.73918  0.11
H 2.54625 5.20891 3.43170  0.12
H 0.20382 3.40726 5.92603  0.10
H 4.40942 1.58953 -5.33632  0.10
H 4.67209 3.28931 2.56539  0.09
H 3.99299 -3.60329 -1.66192  0.05
H -5.12366 -1.14044 -4.22275  0.08
H -3.95766 5.55024 1.27729  0.10
H 3.13296 -3.22044 0.95731  0.09
H 6.71181 0.77171 -0.38509  0.10
H -4.49103 3.24099 -4.08829  0.10
H -2.67615 -0.06223 -2.74166  0.09
H 5.93222 1.58081 -2.75410  0.08
H -2.24454 4.93384 -2.93788  0.10
H 2.12575 4.86532 5.78350  0.12

Properties
HOMO level, eV: -8.74
Frontier orbital gap, eV: 8.58
LUMO, eV: -0.16
Multiplicity: 1

# 2
# C14H12ClN5O2S

One molecule with the formula C14H12ClN5O2S at a distorted geometry (ωB97M-V/def2-TZVPD, OMol25).

Last column: Löwdin charge in e.
Atoms and positions in Å:
Cl 0.57585 1.38155 -1.57252  0.77
S -2.08892 -1.85184 0.37304  0.65
O -2.67894 -1.12155 1.45034  -0.27
O -2.27367 -3.27194 0.32298  -0.29
N 5.78887 -0.24955 -0.20484  0.02
N 3.68264 -0.47631 0.22721  -0.05
N 5.42133 0.58456 0.76420  -0.04
N -2.69429 -1.29405 -1.08401  -0.12
N 4.19682 0.46961 1.03350  0.05
C 4.71760 -0.90962 -0.54404  -0.12
C -0.79822 1.71395 -0.56659  -0.60
C -2.93971 2.31608 1.06067  -0.06
C 0.47666 -2.08588 -0.59318  -0.05
C 1.82318 -1.77032 -0.64180  -0.01
C 2.33581 -0.84352 0.26141  -0.21
C -0.67604 2.71592 0.38246  -0.11
C 0.17245 -0.56778 1.25311  -0.05
C -1.74978 3.01062 1.20244  -0.07
C -1.97875 0.99453 -0.71522  -0.26
C -0.33453 -1.47557 0.34309  -0.28
C 1.51592 -0.24892 1.21847  -0.01
C -3.05097 1.32287 0.10663  -0.04
C -2.12822 -0.11637 -1.71643  -0.20
H -1.65371 3.78552 1.94724  0.11
H -3.96946 0.77033 -0.00404  0.12
H 2.45766 -2.23437 -1.37989  0.11
H 0.25485 3.25338 0.47452  0.11
H -3.78069 2.54590 1.69546  0.11
H 4.66450 -1.66489 -1.29652  0.12
H 1.94634 0.46049 1.90724  0.11
H -2.81094 -2.07235 -1.71415  0.11
H -2.82057 0.19747 -2.50686  0.14
H -1.15655 -0.33426 -2.18104  0.08
H -0.50031 -0.12355 1.96883  0.12
H 0.05378 -2.81019 -1.27167  0.12

Properties
HOMO level, eV: -9.35
Frontier orbital gap, eV: 8.99
LUMO, eV: -0.36
Multiplicity: 1

# 3
# C16H17F3N4O5

One molecule with the formula C16H17F3N4O5 at a distorted geometry (ωB97M-V/def2-TZVPD, OMol25).

Last column: Löwdin charge in e.
Atoms and positions in Å:
F 2.02510 3.67808 -0.94393  0.14
F 2.94857 4.05895 0.96264  0.15
F 1.03684 4.92816 0.49494  0.14
O -2.45726 1.40279 -0.67952  0.08
O 1.25017 -0.76941 -0.45941  0.08
O 0.78999 -0.68728 4.15014  0.08
O 2.67450 0.28311 3.81241  0.09
O -3.09545 0.80641 1.28666  0.08
N -2.23870 1.11176 0.48037  -0.35
N -0.55355 -1.08635 1.84860  -0.04
N -0.35274 -0.67827 -2.03424  0.08
N 1.53112 0.02796 3.50452  -0.36
C 0.27682 -3.10198 0.74392  -0.10
C 0.50418 0.25210 -4.11369  -0.16
C -0.22461 0.20539 1.74038  -0.07
C 1.64744 1.81061 1.90809  0.09
C -1.91016 -2.10340 0.07531  -0.10
C -0.88228 1.18773 0.93372  -0.06
C 0.23937 -1.22574 -0.95946  -0.45
C 0.13539 0.52245 -2.68756  -0.18
C 1.07713 2.60679 0.92931  -0.09
C 0.99402 0.67032 2.33378  -0.07
C 0.03085 0.93389 -5.13894  0.01
C 0.48167 -2.10322 1.90008  -0.14
C -0.49437 -2.46115 -0.41479  -0.21
C 1.77769 3.81149 0.37196  -0.59
C -1.83506 -1.68371 1.55164  -0.11
C -0.20654 2.31400 0.49566  0.07
H -0.56610 -3.17952 -1.23774  0.15
H -0.71213 2.97867 -0.19069  0.15
H 1.20291 -0.56096 -4.25911  0.10
H -0.63419 1.29824 -2.62920  0.11
H 1.25731 -3.42729 0.39818  0.13
H -0.27241 -3.98273 1.07966  0.12
H -2.56600 -2.97049 -0.01040  0.12
H -1.90667 -2.56863 2.18938  0.14
H 2.58994 2.07073 2.36817  0.14
H -0.66355 1.74670 -5.00392  0.06
H 1.01789 0.84255 -2.12432  0.12
H 0.46258 -2.61232 2.86922  0.13
H 1.45360 -1.62946 1.76579  0.12
H 0.32681 0.72038 -6.15137  0.05
H -2.65309 -1.01768 1.82419  0.11
H -2.34059 -1.31021 -0.53654  0.10
H -1.16641 -1.10948 -2.44388  0.15

Properties
HOMO level, eV: -8.87
Frontier orbital gap, eV: 8.00
LUMO, eV: -0.87
Multiplicity: 1

# 4
# C28H39CuO7PSiTe

C28H39CuO7PSiTe as an isolated structure (ωB97M-V/def2-TZVPD, OMol25).

Last column: Löwdin charge in e.
Atoms and positions in Å:
Te -2.53339 -1.27104 3.89517  0.32
Cu -0.95139 0.40013 0.05863  0.34
P -3.11940 0.14278 2.11968  0.05
Si 1.48874 -1.93633 -0.59118  0.43
O 1.06519 1.72329 -1.30517  -0.22
O -4.70953 0.45945 2.25942  -0.32
O 0.23779 -0.99067 -0.53309  -0.32
O 0.07800 3.00735 0.81727  -0.13
O -2.45240 1.61756 2.27504  -0.32
O -2.82381 -0.23832 0.69879  -0.38
O -2.06594 2.20300 -0.87387  -0.22
C 2.29247 -2.15592 -3.36007  -0.11
C 5.39041 0.52212 0.37565  -0.11
C 0.21126 -3.37014 1.48778  -0.08
C 1.08746 -5.26130 2.68468  -0.11
C 2.40156 -2.76681 -4.60114  -0.10
C 1.27228 -4.11487 -2.46640  -0.09
C 1.36959 1.19858 -2.57008  -0.10
C 4.34381 -1.27579 -0.82893  -0.10
C 3.10363 -0.98691 -0.26208  -0.20
C 2.24702 -5.20258 1.92142  -0.11
C -1.48878 3.47119 -1.04207  -0.19
C 1.42458 3.23077 0.46166  -0.17
C 4.16857 0.81927 0.96596  -0.11
C -3.54587 3.28044 3.63818  -0.08
C 1.37402 -4.73659 -3.70416  -0.10
C -6.79614 1.33393 1.52758  -0.08
C 1.93960 -4.06368 -4.77581  -0.11
C -0.88617 3.89286 0.29343  -0.17
C -5.33282 1.16090 1.18448  -0.31
C 3.04348 0.07576 0.64492  -0.09
C 2.38081 -4.22463 0.94704  -0.11
C -2.39065 2.30551 3.51228  -0.33
C 0.07176 -4.34250 2.46961  -0.10
C 1.76307 2.88902 -0.98503  -0.21
C 5.47647 -0.53029 -0.52225  -0.10
C 1.72570 -2.81063 -2.26335  -0.20
C 1.36598 -3.29545 0.70937  -0.22
C -2.67938 1.69826 -2.03834  -0.08
H 6.27038 1.10499 0.61884  0.09
H -7.31176 1.86897 0.72849  0.07
H 0.98226 -6.01887 3.45264  0.09
H -3.50193 2.35209 -2.35487  0.09
H 2.43421 0.94362 -2.64627  0.09
H -4.84271 2.13135 1.04982  0.11
H -0.57982 -2.64787 1.33324  0.07
H -2.39066 1.57935 4.33592  0.04
H -7.27140 0.36319 1.66007  0.08
H -4.49329 2.74208 3.65567  0.07
H -3.56000 3.97897 2.79995  0.07
H -3.45607 3.85418 4.56316  0.07
H 2.67047 -1.14712 -3.23955  0.08
H 3.04621 -5.91532 2.09202  0.09
H -5.20069 0.59249 0.26097  0.11
H 4.43026 -2.09656 -1.53214  0.09
H 3.29376 -4.18411 0.36104  0.10
H 2.08851 0.31909 1.09484  0.10
H 2.00282 2.58762 1.12523  0.10
H 2.02292 -4.54706 -5.74193  0.09
H 4.09816 1.63048 1.68272  0.10
H 0.83169 -4.65586 -1.63773  0.10
H 1.01162 -5.74979 -3.83130  0.09
H 1.50199 3.71117 -1.67353  0.12
H 1.70894 4.27630 0.65998  0.13
H -0.47440 4.90966 0.20905  0.13
H 2.85093 2.73196 -1.05878  0.13
H 0.77370 0.29491 -2.67856  0.08
H -6.91093 1.89750 2.45268  0.07
H -1.95234 1.61418 -2.85331  0.09
H -0.74328 3.43734 -1.84442  0.11
H -2.25930 4.20684 -1.32412  0.13
H 1.11655 1.91709 -3.36534  0.09
H 6.42728 -0.77390 -0.98227  0.09
H -1.42740 2.82356 3.51908  0.11
H -1.69147 3.89985 1.03188  0.12
H -3.06359 0.71281 -1.78538  0.09
H 2.85127 -2.23474 -5.43119  0.09
H -0.83046 -4.36815 3.06844  0.08

Properties
HOMO level, eV: -4.16
Frontier orbital gap, eV: 6.72
Net charge: -1
LUMO, eV: 2.57
Multiplicity: 1

# 5
# C48H43N4O2STeTi

C48H43N4O2STeTi as an isolated structure at a distorted geometry (ωB97M-V/def2-TZVPD, OMol25).

Last column: Löwdin charge in e.
Atoms and positions in Å:
Te -1.37786 3.75268 1.48596  1.46
Ti 0.14491 0.83747 -0.81034  1.09
S -1.11975 -2.12691 2.06006  0.82
O 1.67697 0.27724 0.17911  -0.06
O 0.28053 -1.12695 -0.65769  -0.11
N -0.09835 -0.08341 -2.95696  0.08
N 0.59935 -3.69701 -0.20323  0.09
N -2.73871 -3.20347 3.80363  0.10
N -0.50382 -3.74741 4.02379  0.11
C -1.57244 -6.04372 -3.92628  -0.05
C 0.80776 -6.43372 -3.30764  -0.05
C 1.86256 -5.34556 -1.45815  -0.03
C -4.52922 0.10550 1.95091  -0.02
C -5.05340 -0.00696 4.29269  -0.08
C -1.47281 -3.07966 3.36843  -0.90
C 2.23924 -0.81537 -3.13418  -0.01
C -1.56453 4.24546 -3.05221  -0.06
C 3.28578 -2.58648 2.77473  -0.07
C 1.53030 -3.35246 0.72582  -0.23
C -1.75375 8.09527 1.66045  -0.09
C -0.93220 5.85663 1.36871  -0.50
C -3.20348 0.40826 2.26241  -0.30
C 3.05771 1.84067 -3.23639  -0.02
C 2.75015 2.85525 0.20164  -0.07
C 0.58394 3.63994 -3.92296  -0.02
C -2.81264 0.50136 3.60043  -0.05
C 3.99354 0.82025 -3.29300  -0.05
C -3.73634 0.29433 4.60607  -0.07
C -0.38163 2.36342 -2.06985  -0.22
C 1.92659 -6.22464 -2.52232  -0.08
C 2.51417 2.06053 2.45059  -0.07
C 1.29778 0.20442 -3.06123  -0.28
C 0.63283 2.57663 -3.02911  -0.23
C -1.76728 -4.25563 -1.54054  -0.02
C 3.30666 2.28154 1.33357  -0.07
C -5.44529 -0.09499 2.96594  -0.07
C 1.17807 2.42219 2.43555  -0.13
C -2.24829 0.61496 1.23650  -0.18
C -1.44647 0.84660 0.34630  -0.13
C 1.70462 1.55510 -3.09264  -0.15
C -1.48723 3.21437 -2.12140  -0.11
C 0.66568 -4.69736 -1.16778  -0.20
C -0.48909 -4.94687 -1.92596  -0.17
C 2.96514 -3.93333 2.57928  -0.06
C 3.58760 -0.50268 -3.22917  -0.04
C -0.40122 -5.80495 -3.02081  -0.23
C -0.52240 4.47295 -3.93383  -0.06
C 2.75013 -1.62888 1.94837  0.01
C 1.40864 3.23326 0.19221  -0.19
C 0.61672 3.02950 1.32098  -0.53
C 1.85094 -1.98405 0.93352  -0.11
C 1.25490 -0.93316 0.13918  -0.51
C 0.34253 7.72164 0.56413  -0.08
C 2.12442 -4.31514 1.55893  -0.03
C -1.90149 6.73325 1.83914  -0.16
C 0.20500 6.35754 0.75674  -0.13
C -0.64731 8.59071 0.99113  -0.09
H -2.63109 -4.76690 -1.95071  0.08
H -0.28138 -1.08207 -3.07215  0.13
H 4.35250 2.00760 1.34266  0.12
H -0.66083 0.45625 -3.62266  0.14
H 1.91683 -1.85112 -3.12398  0.13
H -2.29222 -6.71500 -3.45994  0.09
H 3.36297 -4.67967 3.25280  0.11
H -4.82002 0.02709 0.91382  0.12
H 4.31406 -1.29814 -3.27129  0.11
H -1.77921 0.71380 3.83470  0.11
H -0.72305 -4.41622 4.74232  0.11
H -2.44728 4.86523 -3.08726  0.11
H 1.39373 3.78907 -4.62382  0.12
H -0.55599 9.65084 0.81019  0.10
H -1.86904 -4.23682 -0.45756  0.08
H 3.94448 -2.29909 3.57855  0.11
H -1.23618 -6.50438 -4.85102  0.08
H -2.96106 -3.68207 4.66075  0.11
H 0.40896 -3.78391 3.60134  0.07
H 2.74495 -5.12063 -0.87740  0.10
H 3.36869 3.03944 -0.66822  0.11
H 1.01938 3.79391 -0.65081  0.10
H 2.86023 -6.71851 -2.75202  0.11
H 1.22340 8.10348 0.06795  0.11
H 0.56933 2.26947 3.31621  0.09
H 1.85529 -5.35397 1.42322  0.13
H -1.78866 -3.21959 -1.89077  0.08
H 0.86859 -7.09088 -4.16266  0.11
H 0.99131 5.68611 0.44181  0.08
H -3.42833 0.36824 5.63818  0.11
H -0.05507 -2.95111 -0.41853  0.08
H -2.08029 -5.11260 -4.16784  0.08
H -5.77121 -0.17865 5.07990  0.11
H -2.50620 8.76677 2.04559  0.11
H -3.44995 -2.64137 3.36769  0.08
H -2.31947 3.06860 -1.43312  0.07
H -0.57369 5.27076 -4.65730  0.11
H 2.97585 -0.57946 2.07318  0.10
H 2.94138 1.61859 3.34068  0.12
H -2.77148 6.34375 2.34643  0.09
H 3.37951 2.86960 -3.30271  0.12
H -6.46926 -0.32562 2.71863  0.11
H 5.04138 1.06099 -3.37805  0.11

Properties
HOMO level, eV: -9.54
Frontier orbital gap, eV: 5.95
Net charge: +1
LUMO, eV: -3.58
Multiplicity: 1